41
Properties=species:S:1:pos:R:3:lowdin_charge:R:1 method="wB97M-V/def2-TZVPD" total_charge=0 smiles="Cc1cc(-c2ccccc2)nc(SCC(=O)c2cccc([N+](=O)[O-])c2)n1" lumo_ev=-0.548 e_tot_ev=-41392.431 orbital_gap_ev=8.319
C -2.238 -3.732 1.317 -0.026
C -1.769 -2.555 0.530 -0.315
N -2.696 -1.710 0.097 0.109
C -2.277 -0.676 -0.611 -0.664
N -1.033 -0.389 -0.936 0.117
C -0.081 -1.220 -0.499 -0.205
C -0.420 -2.342 0.255 0.046
H 0.326 -3.038 0.598 0.115
C 1.296 -0.883 -0.864 -0.178
C 1.535 -0.110 -2.001 -0.031
C 2.824 0.234 -2.357 -0.077
C 3.893 -0.185 -1.581 -0.077
C 3.667 -0.951 -0.450 -0.079
C 2.379 -1.301 -0.091 -0.040
H 2.213 -1.870 0.812 0.112
H 4.496 -1.264 0.167 0.110
H 4.899 0.095 -1.852 0.108
H 2.997 0.837 -3.235 0.109
H 0.694 0.207 -2.598 0.108
S -3.550 0.402 -1.156 1.016
C -2.564 1.818 -1.773 -0.347
C -2.337 2.734 -0.593 -0.442
O -2.920 3.774 -0.440 0.126
C -1.361 2.179 0.400 -0.171
C 0.001 2.238 0.150 0.058
C 0.880 1.687 1.071 -0.150
C 0.422 1.052 2.219 0.010
C -0.938 0.998 2.459 -0.042
C -1.827 1.573 1.564 -0.019
H -2.889 1.539 1.755 0.124
H -1.311 0.511 3.346 0.112
H 1.136 0.620 2.903 0.121
N 2.299 1.773 0.830 -0.344
O 2.669 2.335 -0.178 0.087
O 3.040 1.280 1.654 0.077
H 0.392 2.709 -0.739 0.138
H -3.160 2.307 -2.541 0.087
H -1.635 1.407 -2.161 0.069
H -3.312 -3.666 1.465 0.080
H -1.735 -3.766 2.282 0.084
H -2.005 -4.652 0.783 0.086


49
Properties=species:S:1:pos:R:3:lowdin_charge:R:1 method="wB97M-V/def2-TZVPD" total_charge=0 lumo_ev=-1.337 e_tot_ev=-46744.510 orbital_gap_ev=6.737
O -1.147 2.640 -2.007 0.104
C -1.786 1.719 -1.489 -0.320
C -2.205 0.415 -2.064 -0.088
C -2.744 -0.356 -1.048 -0.090
C -3.212 -1.643 -1.276 0.014
C -3.125 -2.157 -2.582 -0.046
C -2.568 -1.377 -3.619 -0.046
C -2.100 -0.075 -3.360 0.014
C -2.680 0.411 0.223 -0.329
O -2.923 0.052 1.357 0.131
N -2.228 1.695 -0.160 0.047
C -1.962 2.802 0.811 -0.005
C -0.464 2.928 1.110 -0.216
C 0.111 2.680 2.471 -0.108
C 1.597 3.079 2.307 -0.139
C 1.720 3.790 0.965 -0.058
N 0.266 4.152 0.583 0.006
H -3.639 -2.212 -0.451 0.127
H -3.486 -3.168 -2.805 0.113
H -2.505 -1.800 -4.627 0.112
H -1.669 0.553 -4.139 0.126
H -2.382 3.723 0.382 0.139
H -2.505 2.517 1.718 0.139
H 0.002 2.166 0.471 0.156
H -0.377 3.304 3.224 0.120
H -0.016 1.627 2.747 0.132
H 1.900 3.750 3.112 0.101
H 2.240 2.188 2.327 0.121
H 2.370 4.671 0.899 0.139
H 2.005 3.083 0.172 0.136
H 0.223 3.966 -0.435 0.137
O -3.558 9.270 -0.763 0.078
N -3.018 8.571 0.074 -0.166
C -2.237 7.432 0.100 -0.069
C -2.049 7.042 1.453 -0.144
N -2.647 7.985 2.272 0.125
O -3.189 8.903 1.429 0.019
C -1.081 6.042 1.830 -0.069
N -0.527 6.109 3.154 -0.349
O -1.108 6.656 4.116 0.035
O 0.622 5.598 3.300 -0.043
C -0.112 5.537 0.757 -0.158
C -0.454 6.022 -0.600 -0.070
N 0.396 5.943 -1.684 -0.178
O 1.417 5.306 -1.898 0.054
O -0.135 6.785 -2.658 0.040
N -1.276 7.418 -2.234 0.173
C -1.423 6.947 -0.940 -0.133
H 0.791 6.171 0.971 0.185


Number 1: HOMO -8.87 eV. Number 2: HOMO -8.07 eV.